1.
# C35H58N9O7PS3TeTi

A molecular structure, C35H58N9O7PS3TeTi in a non-equilibrium geometry (wB97M-V/def2-TZVPD, the OMol25 dataset).

XYZ file:
```
115
Properties=species:S:1:pos:R:3:forces:R:3
Ti -0.400 0.012 0.574 -0.2 1.3 -0.8
C -0.605 -0.925 5.620 0.0 0.0 -0.1
N 0.480 -0.240 4.935 0.2 0.0 -0.1
C 1.788 -0.215 5.370 0.1 0.1 -0.1
C 2.500 0.479 4.456 0.0 -0.1 0.2
N 1.619 0.890 3.476 -0.1 -0.2 0.0
C 0.389 0.421 3.765 0.0 0.1 0.0
S -1.063 0.657 2.892 0.0 -0.2 0.0
C 1.975 1.707 2.358 -0.2 -0.1 0.2
C 2.842 2.737 2.589 0.1 0.2 0.0
C 3.361 3.487 1.513 -0.2 -0.1 0.1
C 3.010 2.998 0.231 0.0 0.0 -0.1
C 2.130 1.964 0.098 0.0 0.0 -0.1
N 1.462 1.331 1.139 0.1 -0.2 -0.1
H -0.384 -0.921 6.684 0.0 0.0 0.0
H -0.701 -1.941 5.235 0.0 0.0 0.0
H -1.535 -0.394 5.431 0.0 0.0 0.0
H 2.088 -0.702 6.279 0.0 0.0 0.0
H 3.549 0.698 4.392 0.0 0.0 0.0
H 3.127 2.964 3.609 0.0 0.0 0.0
H 4.045 4.305 1.666 0.0 0.0 0.0
H 3.473 3.391 -0.666 0.0 0.0 0.0
H 1.951 1.524 -0.871 0.1 0.0 0.0
C -2.398 -2.845 -1.399 0.0 0.0 0.0
C -3.504 -1.927 -0.973 -0.2 0.0 0.0
C -4.803 -2.215 -1.371 0.0 0.0 0.0
C -5.882 -1.455 -0.949 0.0 0.0 0.0
C -5.667 -0.398 -0.083 0.0 0.0 0.0
C -4.384 -0.060 0.332 -0.1 -0.1 -0.1
C -4.244 1.055 1.334 0.0 0.1 0.0
C -3.282 -0.799 -0.150 0.0 0.0 0.1
N -1.985 -0.445 0.179 0.2 -0.1 0.1
H -2.769 -3.869 -1.429 0.0 0.0 0.0
H -1.571 -2.815 -0.692 0.0 0.0 0.0
H -2.017 -2.606 -2.393 0.0 0.0 0.0
H -4.966 -3.075 -2.011 0.0 0.0 0.0
H -6.886 -1.705 -1.269 0.0 0.0 0.0
H -6.508 0.172 0.297 0.0 0.0 0.0
H -4.826 0.837 2.230 0.0 0.0 0.0
H -4.631 2.006 0.941 0.0 0.0 0.0
H -3.213 1.199 1.639 0.1 0.0 0.0
C 3.687 -3.250 3.624 0.0 0.0 0.0
C 2.177 -3.259 3.608 -0.1 0.0 0.0
O 1.721 -2.295 2.646 0.0 0.0 -0.2
P 0.619 -2.754 1.555 0.4 -0.1 -0.2
O 0.694 -1.575 0.553 -0.2 -0.4 0.6
Te -1.409 -3.323 2.533 -0.1 -0.1 0.1
O 1.237 -4.031 0.841 -0.1 0.2 0.0
C 2.231 -3.964 -0.218 0.1 0.0 0.1
C 1.654 -4.582 -1.466 0.1 0.0 0.0
H 4.061 -3.961 4.363 0.0 0.0 0.0
H 4.065 -2.259 3.874 0.0 0.0 0.0
H 4.080 -3.530 2.647 0.0 0.0 0.0
H 1.758 -2.974 4.577 0.0 0.0 0.0
H 1.782 -4.246 3.359 0.1 0.0 0.0
H 3.088 -4.529 0.157 0.0 0.0 -0.1
H 2.527 -2.923 -0.373 0.0 0.0 0.0
H 1.251 -5.570 -1.246 0.0 0.0 0.0
H 2.428 -4.689 -2.228 0.0 0.0 0.0
H 0.873 -3.967 -1.907 -0.1 0.0 0.0
N -2.462 4.675 -0.549 -0.1 0.0 0.0
C -2.265 3.670 -1.659 0.0 0.1 0.0
C -2.056 2.304 -1.028 -0.2 0.0 -0.1
N -0.974 2.288 -0.055 0.2 -0.1 0.0
C -1.114 3.310 0.971 0.0 0.0 0.1
C -1.268 4.699 0.373 0.0 0.0 0.0
H -3.285 4.400 -0.006 0.0 0.0 0.0
H -2.650 5.602 -0.928 0.0 0.0 0.0
H -1.393 4.017 -2.215 0.0 -0.1 0.0
H -3.146 3.704 -2.299 0.0 0.0 0.0
H -1.851 1.562 -1.800 0.0 0.1 0.0
H -2.973 1.987 -0.528 0.0 0.0 0.0
H -0.076 2.417 -0.512 0.0 -0.1 0.0
H -0.244 3.275 1.627 0.0 0.0 0.0
H -1.989 3.077 1.587 0.1 0.0 0.0
H -0.414 4.981 -0.245 0.0 0.0 0.1
H -1.442 5.466 1.126 0.0 0.0 0.0
C 4.871 -0.586 -0.802 0.0 0.0 0.1
S 3.466 -0.574 -1.926 0.0 0.0 0.0
C 3.909 -1.979 -2.961 0.1 0.0 0.0
H 4.938 -1.543 -0.282 0.0 0.0 0.0
H 4.702 0.197 -0.064 0.0 0.0 0.0
H 5.812 -0.390 -1.317 0.0 0.0 0.0
H 4.803 -1.777 -3.551 0.0 0.0 0.0
H 3.081 -2.183 -3.638 -0.1 0.0 0.0
H 4.075 -2.864 -2.346 0.0 0.0 0.0
C 1.292 5.092 -7.484 0.0 0.0 0.0
C 1.035 3.989 -6.468 0.0 0.0 0.1
S 0.182 2.634 -7.265 0.0 0.0 0.1
O 1.070 2.094 -8.259 0.0 0.0 0.0
O -1.123 3.121 -7.638 0.0 0.0 0.0
C -0.066 1.405 -6.003 -0.1 0.0 -0.1
C 1.193 0.899 -5.302 0.2 -0.1 0.0
N 0.849 0.362 -3.998 -0.2 0.0 0.2
C 0.614 1.125 -2.886 0.1 0.0 0.0
N 0.179 0.383 -1.872 0.2 0.0 0.0
C 0.108 -0.901 -2.350 0.0 -0.2 -0.2
C 0.507 -0.941 -3.669 0.0 -0.1 0.0
N 0.573 -2.016 -4.513 -0.1 0.1 0.2
O 0.179 -3.135 -4.045 0.0 -0.1 0.1
O 1.022 -1.863 -5.705 0.1 0.1 -0.2
C 0.902 2.589 -2.940 0.0 0.0 0.0
H 1.801 5.923 -6.996 0.0 0.0 0.0
H 0.357 5.454 -7.906 0.0 0.0 0.0
H 1.921 4.726 -8.292 0.0 0.0 0.0
H 0.395 4.335 -5.655 0.0 0.0 0.0
H 1.969 3.606 -6.057 0.0 0.0 0.0
H -0.544 0.583 -6.543 0.0 0.0 0.0
H -0.795 1.813 -5.302 0.0 0.1 0.0
H 1.941 1.679 -5.160 -0.1 0.0 0.0
H 1.626 0.081 -5.872 0.0 0.1 0.0
H -0.193 -1.730 -1.745 0.1 0.0 0.0
H 1.906 2.769 -3.332 0.0 0.0 0.0
H 0.884 3.049 -1.957 0.0 0.0 0.0
H 0.206 3.126 -3.594 0.0 0.0 0.0
```
Positions in Å, forces in eV/Å.

Its expectation value of S² is 2.0294. For the lowest unoccupied orbital energy (alpha / beta), the calculation gives -1.4 / -1.4 eV. The calculation puts the HOMO energy (alpha / beta) at -4.77 / -6.86 eV. The energy above the lowest of the compared OMol25 structures with the same formula, charge and spin is 56.9 kcal per mole. The multiplicity is 3. For the frontier orbital gap (alpha / beta), the calculation gives 3.4 / 5.5 eV.

Results of the Mulliken charge analysis, in e, for atoms 1 through 2:
1. Ti 0.546
2. C -0.817

2.
# C35H59N5O25

10 unconnected molecules or ions with the total composition C35H59N5O25 in a non-equilibrium geometry (wB97M-V/def2-TZVPD, the OMol25 dataset).

XYZ file:
```
124
Properties=species:S:1:pos:R:3:forces:R:3
C -6.765 -2.508 6.782 0.3 0.0 -1.3
C -6.679 -2.508 5.223 0.9 1.2 1.0
O -5.736 -1.402 4.881 -2.2 -0.1 -0.2
C -4.457 -1.651 4.962 -0.4 -1.0 0.0
O -3.989 -2.728 5.236 0.7 -0.1 0.0
O -3.809 -0.544 4.659 0.4 0.1 -0.4
C -2.400 -0.684 4.436 0.0 0.5 0.6
H -5.779 -2.851 7.100 -0.3 -0.1 0.4
H -7.551 -3.208 7.077 0.2 0.2 0.3
H -6.920 -1.487 7.195 -0.2 -0.7 -0.5
H -7.636 -2.289 4.733 0.5 0.2 0.1
H -6.242 -3.416 4.807 -0.2 -0.1 0.2
H -2.143 -1.551 3.822 -0.2 0.2 -0.1
H -1.908 -0.800 5.412 0.1 0.2 -0.4
H -2.170 0.275 3.955 0.5 -0.5 0.1
C -3.184 -2.134 0.639 -0.4 0.8 1.0
C -3.882 -3.449 0.746 0.5 0.5 -0.9
O -5.163 -3.165 1.304 0.0 -1.2 0.5
C -5.920 -4.265 1.446 -0.8 0.6 -0.1
O -5.635 -5.412 1.226 0.5 0.3 0.0
O -7.136 -3.840 1.826 -0.5 -0.9 0.2
C -8.090 -4.940 1.970 0.8 0.1 0.5
H -3.003 -1.744 1.650 0.0 0.0 -0.2
H -3.773 -1.371 0.126 0.1 -0.2 -0.1
H -2.226 -2.245 0.186 0.7 -0.1 -0.5
H -3.253 -4.128 1.324 -0.6 -0.2 0.2
H -4.043 -3.845 -0.254 0.0 -0.4 0.0
H -9.079 -4.508 1.968 -0.1 0.1 -0.3
H -7.948 -5.446 2.931 0.1 0.2 -0.1
H -7.896 -5.691 1.204 -0.4 0.3 -0.1
C 7.470 3.466 -1.284 0.5 -0.5 0.3
C 6.238 4.133 -1.787 -0.5 0.2 0.3
O 5.269 3.095 -2.030 -0.3 0.3 -0.2
C 3.962 3.225 -1.702 1.9 1.4 1.2
O 3.504 4.069 -0.960 0.1 -0.3 -0.6
O 3.350 2.238 -2.262 -2.3 -1.4 -0.2
C 1.895 2.182 -1.941 0.6 0.2 -0.3
H 7.369 3.153 -0.238 -0.1 0.0 -0.3
H 8.340 4.117 -1.340 0.0 0.1 -0.2
H 7.619 2.581 -1.895 0.4 -0.2 0.0
H 6.413 4.675 -2.712 0.0 -0.1 -0.3
H 5.902 4.857 -1.064 -0.6 0.2 0.3
H 1.521 1.238 -2.350 0.2 0.4 -0.2
H 1.451 3.088 -2.393 0.0 -0.7 0.3
H 1.729 2.149 -0.858 0.3 0.3 -0.3
C -2.201 -2.764 -3.783 -1.7 -0.7 0.5
C -0.975 -3.037 -4.540 1.6 0.6 1.1
O -0.094 -1.922 -4.274 0.5 0.1 -0.3
C 1.154 -2.082 -4.730 0.4 0.8 -0.2
O 1.630 -3.061 -5.268 -0.7 0.5 0.5
O 1.798 -0.915 -4.516 1.1 -1.1 -0.3
C 3.212 -1.001 -4.972 -1.4 0.0 0.0
H -2.752 -1.962 -4.251 -0.2 0.5 0.1
H -2.070 -2.563 -2.711 0.3 0.1 -0.4
H -2.862 -3.643 -3.848 0.1 0.2 0.0
H -1.103 -3.077 -5.591 -0.3 -0.4 -1.0
H -0.420 -3.880 -4.172 -0.1 -0.8 -0.1
H 3.189 -1.023 -6.056 0.2 0.2 -0.1
H 3.663 -1.913 -4.625 0.0 -0.2 0.2
H 3.712 -0.147 -4.554 0.1 0.4 0.0
C -1.449 1.229 -3.728 0.0 0.3 0.3
C -1.990 1.088 -2.343 0.4 -0.8 1.7
O -0.824 0.730 -1.484 0.0 0.1 -2.0
C -1.021 0.606 -0.203 -0.8 0.6 -0.2
O -2.097 0.710 0.317 -1.1 -0.1 0.8
O 0.112 0.411 0.421 0.9 0.2 0.8
C -0.046 0.364 1.858 -0.4 -0.4 0.1
H -1.104 0.248 -4.071 0.1 0.4 -0.1
H -0.646 1.985 -3.730 -0.3 -0.4 -0.3
H -2.290 1.570 -4.328 0.1 0.0 -0.4
H -2.741 0.300 -2.253 0.2 -0.3 -0.1
H -2.480 1.932 -1.866 0.3 0.5 -0.3
H -0.681 -0.501 2.038 0.2 -0.2 0.4
H -0.617 1.223 2.262 0.8 -0.1 -0.5
H 0.958 0.216 2.276 -0.5 0.3 -0.1
C 1.179 -4.287 3.953 0.1 0.1 1.0
N 1.544 -3.036 3.324 1.3 -0.4 -0.2
O 2.665 -2.645 3.635 -1.0 0.7 -0.8
O 0.770 -2.579 2.515 0.2 0.8 -0.2
H 1.615 -5.077 3.382 0.2 -0.5 -0.5
H 0.111 -4.339 3.998 -0.5 -0.2 0.2
H 1.696 -4.207 4.897 -0.3 -0.5 0.4
C -1.213 4.268 -6.334 0.4 -1.0 -0.2
N 0.085 4.892 -5.942 0.4 -0.9 1.2
O 0.810 4.239 -5.199 -0.4 0.2 -0.4
O 0.338 5.999 -6.336 -0.2 0.5 -0.4
H -2.016 4.687 -5.754 -0.1 0.2 0.5
H -1.140 3.169 -6.221 0.0 0.8 0.1
H -1.374 4.528 -7.356 -0.1 0.2 -0.7
C -4.644 1.826 2.412 -0.5 -0.9 0.4
N -4.457 3.272 2.386 -0.2 1.7 -1.3
O -4.883 3.924 3.321 0.2 -0.5 0.2
O -3.968 3.782 1.385 0.0 -0.5 0.4
H -5.724 1.637 2.401 0.3 0.2 0.0
H -4.286 1.524 3.385 0.1 -0.4 0.1
H -4.161 1.306 1.585 0.2 0.4 0.1
C 2.328 -2.950 -1.595 0.0 0.4 -0.1
C 2.114 -1.882 -0.739 0.5 1.0 0.2
C 3.111 -0.899 -0.543 -0.3 -0.5 0.0
C 4.338 -1.092 -1.159 -0.2 0.1 -0.5
C 4.567 -2.126 -2.057 -0.3 -0.7 0.3
C 3.521 -3.034 -2.285 1.0 0.2 0.3
N 5.428 -0.129 -0.903 0.4 0.1 0.6
O 6.423 -0.186 -1.593 -0.1 -0.1 -0.3
O 5.312 0.632 0.046 -0.3 -0.2 -0.4
H 1.576 -3.705 -1.789 -0.1 0.1 0.2
H 1.172 -1.750 -0.238 -0.2 0.0 0.1
H 2.978 0.002 0.063 -0.2 -0.5 -0.1
H 5.559 -2.310 -2.469 -0.3 0.3 -0.1
H 3.665 -3.850 -2.967 0.2 -0.2 -0.2
C 6.782 4.279 2.321 -0.8 0.6 -0.6
C 5.926 5.393 2.186 0.5 -0.8 -0.4
C 4.573 5.212 1.960 -0.5 -0.2 0.2
C 4.054 3.937 1.896 0.0 -0.8 -0.4
C 4.883 2.807 1.957 -1.1 1.2 0.4
C 6.233 2.996 2.170 0.9 -0.1 0.4
N 2.541 3.751 1.646 3.5 -2.0 0.9
O 2.141 2.613 1.585 -0.1 -1.2 -0.2
O 1.869 4.696 1.601 -2.0 3.3 -0.3
H 7.853 4.481 2.414 -0.4 -0.4 0.1
H 6.322 6.391 2.084 0.2 0.1 0.4
H 3.901 6.039 1.829 -0.1 0.3 -0.1
H 4.428 1.842 1.890 0.0 -0.4 -0.1
H 6.869 2.105 2.221 -0.2 0.4 0.0
```
Positions in Å, forces in eV/Å.

For the lowest unoccupied orbital energy, the calculation gives -0.3 eV. The calculation puts the HOMO energy at -9.51 eV. Its SMILES is O=[N+]([O-])c1ccccc1.O=[N+]([O-])c1ccccc1.C[N+](=O)[O-].C[N+](=O)[O-].C[N+](=O)[O-].CCOC(=O)OC.CCOC(=O)OC.CCOC(=O)OC.CCOC(=O)OC.CCOC(=O)OC. For the frontier orbital gap, the calculation gives 9.2 eV.

Results of the Mulliken charge analysis, in e, for atoms 1 through 2:
1. C -1.107
2. C -0.137